Record 1
The following is a quantum chemistry calculation of the molecule C4H3N3O at a distorted geometry, from the Open Molecules 2025 dataset.

Summary:
net charge: 0
ΔE to the lowest compared entry with this formula, charge and spin: 3.830 eV
DFT total energy: -393.57865 Ha
molecular weight: 109.1 g/mol
HOMO-LUMO gap: 9.8 eV
SMILES: C1=NN=C2ON=C[C@@H]12

Last column: natural (NBO) charge in e.
Positions of all 11 atoms, in Å:
O -0.709 0.600 -1.837  -0.335
N 2.070 0.368 0.209  -0.205
N -1.527 -0.515 -1.332  -0.057
N 1.436 0.905 -0.963  -0.277
C -1.189 -0.777 -0.149  0.042
C -0.231 0.198 0.517  -0.462
C 1.175 -0.181 0.933  0.055
C 0.166 0.783 -0.767  0.502
H -0.888 0.874 1.139  0.295
H 1.495 -0.745 1.852  0.216
H -1.799 -1.512 0.398  0.226

Record 2
The following is a quantum chemistry calculation of a 7-piece molecular cluster, C63H133N7O7 overall at a distorted geometry, from the Open Molecules 2025 dataset.

Summary:
net charge: 0
ΔE to the lowest compared entry with this formula, charge and spin: 3.823 eV
DFT total energy: -3389.77868 Ha
molecular weight: 1100.8 g/mol
HOMO-LUMO gap: 8.1 eV
SMILES: CC1(C)CCCC(C)(C)N1O.CC1(C)CCCC(C)(C)N1O.CC1(C)CCCC(C)(C)N1O.CC1(C)CCCC(C)(C)N1O.CC1(C)CCCC(C)(C)N1O.CC1(C)CCCC(C)(C)N1O.CC1(C)CCCC(C)(C)N1O

Last column: Löwdin charge in e.
Positions of all 210 atoms, in Å:
O 19.943 23.247 -19.276  -0.008
O 13.352 16.489 -10.817  -0.014
O 12.805 18.495 -5.075  -0.005
O 22.077 13.492 -9.303  -0.020
O 17.538 25.974 -9.411  -0.011
O 16.914 18.200 -13.949  -0.011
O 13.174 21.125 -18.474  -0.008
N 13.735 18.849 -6.105  -0.099
N 20.455 24.235 -18.313  -0.083
N 13.188 15.202 -11.307  -0.127
N 17.677 18.784 -12.896  -0.090
N 13.565 20.052 -17.634  -0.116
N 21.306 13.910 -8.155  -0.103
N 16.305 26.608 -9.672  -0.099
C 12.590 19.743 -16.615  -0.531
C 19.577 19.263 -14.433  -0.032
C 11.281 19.222 -17.192  -0.017
C 13.214 18.696 -15.710  -0.152
C 21.129 14.124 -5.758  -0.118
C 16.763 21.058 -13.219  -0.012
C 12.035 15.017 -12.172  -0.527
C 16.014 18.671 -6.874  -0.120
C 17.044 19.897 -12.249  -0.519
C 23.310 13.715 -6.837  -0.048
C 15.361 14.751 -12.355  -0.007
C 15.959 27.110 -7.216  -0.012
C 13.035 21.058 -6.862  -0.037
C 15.646 19.769 -7.874  -0.147
C 15.681 24.847 -11.207  -0.054
C 20.123 15.370 -9.645  -0.064
C 14.893 18.002 -17.358  -0.141
C 21.991 25.124 -19.865  -0.053
C 12.244 15.666 -13.547  -0.031
C 10.820 15.601 -11.506  -0.038
C 20.189 22.688 -16.360  -0.022
C 19.940 19.286 -11.988  -0.129
C 13.138 19.572 -7.200  -0.515
C 15.452 17.739 -4.748  -0.052
C 21.561 11.899 -6.823  -0.023
C 14.989 24.584 -8.900  -0.029
C 14.940 14.417 -9.892  -0.039
C 14.347 14.346 -11.275  -0.520
C 19.911 24.061 -16.985  -0.541
C 19.614 14.359 -6.012  -0.182
C 13.618 27.504 -9.428  -0.158
C 14.856 17.965 -6.118  -0.535
C 15.262 25.635 -9.978  -0.538
C 19.036 13.225 -8.997  -0.017
C 15.627 19.795 -18.804  -0.043
C 17.201 28.616 -8.718  -0.054
C 16.057 27.633 -8.679  -0.532
C 19.982 14.367 -8.526  -0.513
C 13.971 12.881 -11.466  -0.139
C 20.384 25.206 -16.127  -0.166
C 19.335 15.057 -7.315  -0.150
C 14.822 28.407 -9.084  -0.148
C 14.539 16.625 -6.785  -0.021
C 17.937 20.438 -11.101  -0.138
C 19.101 18.676 -13.115  -0.528
C 12.386 20.992 -15.759  -0.030
C 11.756 13.540 -12.419  -0.147
C 19.435 17.191 -13.045  -0.037
C 14.374 19.060 -18.319  -0.530
C 14.049 26.425 -10.410  -0.151
C 22.289 25.604 -17.551  -0.150
C 13.820 17.489 -16.418  -0.177
C 19.395 20.606 -11.438  -0.165
C 12.969 12.641 -12.572  -0.174
C 15.737 19.501 -11.600  -0.042
C 11.851 18.978 -7.755  -0.012
C 21.886 25.362 -16.104  -0.161
C 21.843 13.395 -6.899  -0.555
C 22.825 23.325 -18.355  -0.022
C 14.202 19.526 -8.332  -0.151
C 13.663 18.444 -19.499  -0.029
C 18.375 24.188 -17.098  -0.029
C 21.856 24.501 -18.508  -0.561
H 23.717 13.443 -5.860  0.090
H 23.772 23.593 -18.823  0.085
H 21.648 24.461 -20.676  0.086
H 15.069 15.464 -9.613  0.068
H 12.731 21.712 -7.670  0.083
H 10.619 18.811 -16.420  0.088
H 10.787 16.686 -11.670  0.084
H 19.674 21.816 -16.752  0.081
H 13.473 17.097 -11.580  0.093
H 15.184 17.151 -17.989  0.128
H 17.341 28.865 -9.775  0.091
H 15.526 14.020 -13.141  0.081
H 15.364 20.293 -10.938  0.078
H 15.407 20.383 -19.700  0.083
H 17.996 23.291 -17.577  0.071
H 16.421 17.472 -13.541  0.085
H 15.977 20.799 -13.935  0.072
H 14.524 29.050 -8.253  0.119
H 22.560 14.295 -9.548  0.099
H 14.278 18.226 -20.369  0.087
H 12.367 21.216 -5.988  0.084
H 20.482 11.787 -6.786  0.079
H 12.957 15.144 -14.189  0.078
H 13.029 16.919 -16.924  0.111
H 13.415 26.993 -8.469  0.108
H 21.140 13.447 -4.899  0.123
H 20.905 16.132 -9.496  0.092
H 13.961 21.689 -18.459  0.102
H 13.607 16.236 -6.358  0.090
H 23.880 13.116 -7.563  0.083
H 16.808 27.461 -6.628  0.076
H 21.240 22.395 -16.505  0.067
H 22.273 24.387 -15.792  0.104
H 23.600 14.729 -7.125  0.090
H 19.000 13.477 -5.809  0.110
H 23.022 23.109 -17.303  0.064
H 12.771 28.088 -9.770  0.110
H 21.154 25.835 -19.929  0.094
H 17.950 24.330 -16.109  0.083
H 9.877 15.204 -11.887  0.089
H 11.747 17.947 -7.422  0.084
H 12.650 11.610 -12.743  0.115
H 18.003 25.886 -10.249  0.105
H 20.506 18.865 -14.830  0.090
H 15.827 18.654 -10.906  0.088
H 16.327 19.915 -8.702  0.078
H 14.299 26.957 -11.339  0.123
H 17.485 21.389 -10.820  0.115
H 13.451 12.872 -13.540  0.109
H 15.163 15.741 -12.793  0.062
H 13.626 12.483 -10.512  0.120
H 21.945 11.432 -7.733  0.085
H 14.103 19.170 -15.240  0.111
H 22.965 25.530 -20.097  0.088
H 16.465 19.109 -18.954  0.088
H 16.524 17.871 -7.430  0.116
H 21.567 15.118 -5.650  0.122
H 14.908 12.380 -11.726  0.125
H 20.485 16.970 -13.255  0.091
H 18.181 12.955 -8.376  0.073
H 16.405 17.212 -4.853  0.084
H 20.079 22.837 -15.282  0.084
H 15.855 13.841 -9.744  0.082
H 11.892 18.953 -8.850  0.079
H 13.159 17.530 -19.163  0.077
H 13.280 21.234 -15.185  0.076
H 11.504 21.027 -15.113  0.087
H 19.611 12.320 -9.214  0.080
H 15.630 20.687 -7.280  0.100
H 21.755 26.524 -17.830  0.122
H 15.922 24.108 -8.605  0.086
H 14.510 24.958 -8.000  0.066
H 14.045 20.390 -8.987  0.106
H 19.350 15.054 -5.200  0.110
H 22.448 22.407 -18.810  0.088
H 11.102 13.476 -13.298  0.123
H 19.246 23.747 -19.721  0.100
H 19.933 26.094 -16.613  0.127
H 12.625 16.684 -13.395  0.060
H 13.952 21.400 -6.369  0.080
H 20.875 19.579 -12.490  0.120
H 23.343 25.861 -17.663  0.127
H 15.638 18.654 -4.181  0.092
H 20.333 14.830 -10.567  0.082
H 14.263 16.823 -15.671  0.100
H 22.114 11.433 -6.006  0.086
H 19.103 16.770 -12.104  0.065
H 17.800 19.657 -10.340  0.114
H 15.894 26.050 -6.997  0.060
H 16.676 19.050 -6.101  0.102
H 19.520 21.373 -12.215  0.108
H 15.771 18.230 -16.759  0.116
H 19.921 21.006 -10.571  0.114
H 10.946 19.546 -7.533  0.080
H 18.592 13.514 -9.960  0.067
H 15.032 29.041 -9.955  0.123
H 14.240 14.004 -9.159  0.092
H 20.288 18.597 -11.219  0.111
H 14.255 16.838 -7.821  0.064
H 16.553 24.227 -10.966  0.075
H 14.307 23.865 -9.360  0.082
H 16.336 15.006 -11.896  0.081
H 15.880 25.483 -12.070  0.091
H 14.922 24.125 -11.517  0.086
H 19.613 20.364 -14.444  0.061
H 11.463 18.421 -17.904  0.067
H 14.081 18.625 -8.938  0.098
H 15.317 15.869 -6.726  0.080
H 12.226 21.884 -16.386  0.081
H 19.699 16.095 -7.302  0.123
H 18.172 25.059 -17.727  0.089
H 19.270 16.045 -9.792  0.082
H 13.230 25.762 -10.701  0.126
H 16.468 21.997 -12.744  0.074
H 18.775 19.157 -15.180  0.084
H 18.936 16.708 -13.898  0.086
H 15.048 27.499 -6.735  0.084
H 10.822 15.470 -10.424  0.094
H 10.714 20.041 -17.642  0.087
H 11.086 13.128 -11.650  0.124
H 16.945 29.533 -8.183  0.092
H 12.851 19.095 -19.833  0.085
H 14.902 19.300 -12.280  0.079
H 12.711 18.470 -14.763  0.108
H 11.332 15.715 -14.147  0.096
H 18.253 15.166 -7.429  0.114
H 22.189 26.189 -15.473  0.115
H 12.514 19.317 -4.657  0.098
H 18.154 28.273 -8.320  0.081
H 19.858 25.294 -15.169  0.124
H 17.639 21.282 -13.838  0.071
H 16.042 20.496 -18.068  0.087
H 14.869 17.089 -4.081  0.086

- What is the DFT total energy in the second record?
  -3389.77868 Ha

- What is the ΔE to the lowest compared entry with this formula, charge and spin in the second record?
  3.823 eV

- Which formula does entry 2 have?
  C63H133N7O7